[1]
The following is a DFT calculation (ωB97M-V with the def2-TZVPD basis set) of a structure of composition C20H52O20PbS6 in a non-equilibrium geometry.

Each line ends with the Mulliken charge.
Geometry (Å):
Pb 0.1814 0.0877 -0.3802  4.75
O -0.4893 2.1284 -1.4584  -0.62
C -0.3780 1.9906 -2.8506  -0.60
C -0.5943 0.5854 -3.4282  -0.55
O -0.1089 -0.5350 -2.7494  -0.76
H 0.6428 2.3068 -3.1583  -0.05
H -1.0166 2.7365 -3.3488  0.36
H -0.2435 0.5467 -4.4774  0.41
H -1.6883 0.4707 -3.6073  0.12
O 4.0452 -2.9476 -1.1967  -0.74
S 3.2091 -1.9462 -1.7817  0.84
O 2.2859 -1.2083 -0.9769  -0.77
O 4.2130 -0.8879 -2.4956  -0.46
C 3.5599 0.1819 -3.1917  -0.01
C 3.5506 1.4677 -2.3881  -0.50
C 2.3732 -2.6063 -3.2232  -0.85
H 2.5183 -0.0363 -3.4494  -0.25
H 4.0180 0.4078 -4.1564  0.47
H 3.0608 1.3724 -1.4202  -0.34
H 2.9906 2.2176 -2.9502  0.40
H 4.5711 1.7997 -2.1839  0.37
H 1.7869 -3.4420 -2.8351  0.33
H 3.1144 -2.9566 -3.9332  0.41
H 1.6406 -1.8927 -3.6018  0.08
O -2.3583 0.0811 0.0229  -0.94
S -3.7211 0.4655 -0.1750  1.07
O -4.7731 -0.2303 0.5118  -0.72
O -3.8281 2.0251 0.1955  0.24
C -5.1211 2.6114 0.3447  -0.36
C -5.4677 3.4270 -0.8954  -1.18
C -4.0297 0.4479 -1.9394  -0.99
H -5.0772 3.3422 1.1589  0.17
H -5.9382 1.9680 0.6686  0.43
H -4.7520 4.2285 -1.0617  0.31
H -6.5210 3.7046 -0.9136  0.38
H -5.3652 2.7969 -1.7842  0.26
H -3.7294 -0.5380 -2.2880  0.11
H -3.4139 1.2561 -2.3258  0.38
H -5.0998 0.5241 -2.1151  0.50
O 2.3905 1.0895 0.9843  -0.65
S 3.6295 1.4886 1.5829  1.11
O 3.8874 1.2498 2.9688  -0.73
O 4.7256 0.6833 0.7161  -0.04
C 6.0538 0.5998 1.2414  -0.35
C 6.8785 -0.2924 0.3429  -1.14
C 3.9995 3.1915 1.0929  -1.11
H 6.0277 0.1453 2.2398  0.29
H 6.4617 1.5863 1.4919  0.43
H 6.9995 0.1852 -0.6294  0.28
H 6.3858 -1.2590 0.2575  0.20
H 7.8601 -0.4533 0.7874  0.42
H 4.9451 3.1430 0.5531  0.38
H 4.1040 3.9024 1.9054  0.40
H 3.2361 3.4723 0.3705  0.27
O 0.1212 3.2336 3.4684  -0.78
S -0.7404 2.6808 2.4691  1.01
O -0.4432 1.4347 1.8377  -0.84
O -2.2125 2.4869 3.1075  0.02
C -2.7637 3.5769 3.8481  -0.24
C -4.1353 3.1030 4.3431  -1.30
C -1.0200 3.8839 1.1496  -0.83
H -2.9072 4.4684 3.2332  0.28
H -2.1477 3.7907 4.7199  0.34
H -3.9366 2.4477 5.1898  0.37
H -4.6506 2.5214 3.5795  0.27
H -4.7497 3.9631 4.6021  0.37
H -0.0326 3.9978 0.7091  0.24
H -1.3558 4.8209 1.5912  0.59
H -1.7517 3.5088 0.4399  -0.01
O -0.6433 -2.6789 -0.4162  -0.35
S -1.6574 -3.5724 -0.8749  0.83
O -1.8282 -4.8751 -0.2909  -0.72
O -3.0588 -2.7812 -0.7556  -0.04
C -4.2719 -3.5260 -0.7940  -0.52
C -5.3085 -2.8379 -1.6638  -0.98
C -1.5103 -3.7084 -2.6694  -0.80
H -4.6686 -3.6180 0.2196  0.26
H -4.1207 -4.5543 -1.1338  0.52
H -5.7293 -2.0004 -1.1025  0.14
H -6.1376 -3.5280 -1.8213  0.42
H -4.9043 -2.4659 -2.6037  0.27
H -0.7696 -4.4854 -2.8465  0.40
H -1.1003 -2.7337 -2.9619  -0.04
H -2.4673 -3.8992 -3.1428  0.36
O -0.1470 -2.0413 4.3208  -0.72
S 0.4549 -2.2115 3.0338  1.09
O 0.2462 -1.2457 1.9787  -0.79
O 2.0364 -2.2607 3.2968  -0.51
C 2.9074 -2.3871 2.1625  1.29
C 4.2242 -2.9622 2.6621  -1.57
C 0.1461 -3.8983 2.4644  -0.85
H 3.0222 -1.3832 1.7526  -0.64
H 2.5129 -3.0020 1.3508  0.11
H 4.0391 -3.8862 3.2094  0.44
H 4.6621 -2.2431 3.3563  0.34
H 4.9107 -3.1472 1.8385  0.29
H 0.5107 -4.5473 3.2565  0.42
H 0.6570 -4.0404 1.5170  0.10
H -0.9129 -4.0812 2.3027  0.32

Properties
energy relative to the best compared isomer or geometry (same formula, charge and spin): 10.1 kcal/mol
net charge: 0
LUMO energy: 0.0164 Ha
2S+1: 1
M: 1012.22 g mol⁻¹



[2]
The following is a DFT calculation (ωB97M-V with the def2-TZVPD basis set) of the molecule C8H11F9O2S in a non-equilibrium geometry.

Each line ends with the Mulliken charge.
Geometry (Å):
O 2.3285 -2.9666 1.9789  -0.51
C 2.1575 -2.6049 0.6768  0.30
O 3.2286 -1.8039 0.0622  -0.28
C 2.7231 -0.9394 -1.0220  -0.26
C 2.9280 0.6405 -0.6371  -0.66
C 1.7551 1.2388 0.3845  -0.48
C 0.4799 1.8885 -0.4820  -0.42
C -0.7821 1.9450 0.5595  -0.88
C -2.2333 1.4638 -0.1204  0.72
F -3.1688 2.6086 0.2044  -0.33
F -2.1925 1.4270 -1.6073  -0.26
C -2.8915 0.1531 0.5952  0.65
F -4.3827 0.2547 0.3711  -0.26
F -2.7367 0.1428 2.0945  -0.24
S -2.3677 -1.5105 -0.0443  1.14
F -0.8490 -0.9831 -0.6214  -0.16
F -3.1552 -1.3423 -1.5549  -0.29
F -3.8326 -2.1870 0.6009  -0.33
F -1.6052 -1.8242 1.4974  -0.34
F -1.9290 -3.1044 -0.5154  -0.30
H 1.1450 -2.9185 0.1771  0.26
H 3.4194 -1.1634 -1.9656  0.28
H 1.6349 -1.2295 -1.3631  0.14
H 3.9442 0.7038 -0.0143  0.32
H 3.0861 1.3173 -1.5787  0.34
H 1.3146 0.2731 0.9306  0.19
H 2.2315 2.0039 1.1316  0.32
H 0.3435 1.1785 -1.4015  0.27
H 0.7927 2.9863 -0.8301  0.35
H -0.8654 3.0612 0.9727  0.37
H -0.5210 1.2906 1.5205  0.35

Properties
net charge: 0
LUMO energy: -0.0982 Ha
2S+1: 1
M: 342.22 g mol⁻¹
structure (SMILES): O=COCCCCCC(F)(F)C(F)(F)S(F)(F)(F)(F)F